{
  "formula": "C37H39GeIN3O3PTl",
  "method": "ωB97M-V/def2-TZVPD",
  "charge": -1,
  "e_above_lowest_ev": 1.293,
  "largest_force_ev_per_a": 0.5,
  "spin_multiplicity": 1,
  "total_energy_ha": -4711.74040,
  "e_homo_ev": -4.6,
  "homo_lumo_gap_ha": 0.255,
  "species": ["C", "H", "H", "H", "C", "C", "C", "C", "H", "C", "C", "H", "C", "H", "H", "C", "C", "C", "O", "H", "H", "C", "P", "H", "H", "C", "C", "H", "C", "C", "C", "H", "C", "C", "C", "H", "H", "C", "C", "H", "C", "C", "C", "Tl", "O", "H", "H", "H", "I", "Ge", "H", "C", "C", "H", "H", "H", "H", "H", "C", "H", "C", "H", "H", "H", "C", "H", "H", "C", "C", "C", "C", "C", "H", "H", "H", "N", "N", "H", "H", "N", "C", "C", "H", "H", "O", "H"],
  "xyz": [[-3.203, -3.451, 1.397], [-2.236, -4.886, -2.617], [3.619, 1.573, -1.683], [2.559, 0.375, -3.101], [-2.414, -1.593, 3.294], [-1.303, -5.360, -2.941], [-1.844, 3.770, 3.843], [-0.110, -3.502, -1.723], [-0.624, -6.372, -1.417], [1.807, 2.431, -0.913], [-0.414, -0.440, -4.468], [-3.448, 0.999, 4.509], [3.536, 1.355, 1.161], [0.887, -5.098, -4.530], [-2.269, -0.572, -3.389], [2.990, 2.453, -1.664], [4.204, -1.217, 1.901], [0.942, -0.175, -4.365], [1.084, -1.803, -0.589], [-4.717, 2.223, 4.616], [-1.062, 4.063, -0.391], [0.908, -4.438, -3.668], [1.272, 0.737, -0.315], [-1.418, -5.648, -3.987], [-3.510, -4.165, 0.641], [-4.401, 4.122, 1.998], [-4.128, 1.619, 3.923], [-5.185, 3.621, 1.427], [0.711, 0.255, -2.001], [1.499, 0.181, -3.145], [3.395, 3.573, -2.366], [-4.512, -4.224, 2.908], [1.070, 3.609, -0.849], [3.161, -1.005, 1.012], [-1.866, -1.527, 2.019], [-3.264, 1.111, 0.915], [-0.845, -0.726, -5.419], [-3.356, -2.563, 3.625], [1.022, -2.656, -1.538], [3.805, -1.833, -3.233], [2.612, 4.719, -2.347], [4.572, 1.135, 2.055], [-1.210, -0.351, -3.336], [-0.778, 0.320, 1.483], [-1.109, -6.585, -2.220], [2.905, 5.599, -2.905], [-1.285, -0.012, -1.237], [-3.889, 4.822, 1.335], [0.788, 0.732, 3.876], [-3.123, 2.804, 2.719], [-1.321, -4.454, -0.151], [2.824, 0.286, 0.601], [-1.108, -3.492, -0.643], [3.272, 2.375, 0.939], [-1.321, 4.536, 3.278], [1.014, 2.972, 2.657], [1.582, -0.258, -5.234], [-3.781, -2.588, 4.621], [-3.761, -3.480, 2.667], [-4.801, 0.957, 3.376], [3.414, -2.181, -2.276], [3.329, -1.348, -1.580], [5.726, -0.325, 3.127], [5.095, 1.986, 2.474], [-0.151, -4.410, -2.783], [0.855, 5.627, -1.524], [-2.102, -0.880, 4.049], [-2.442, 1.774, 1.206], [-2.245, -2.489, 1.084], [4.920, -0.153, 2.424], [2.093, -2.872, -2.474], [-0.652, -0.011, -2.114], [-4.870, 4.694, 2.801], [2.587, -1.832, 0.627], [-1.110, 3.082, 4.263], [2.012, -3.703, -3.499], [-1.588, -2.420, -0.165], [-2.236, 2.432, 0.361], [4.144, -2.884, -1.863], [-0.096, 3.656, 1.295], [-0.107, 3.765, 0.032], [1.461, 4.730, -1.583], [4.444, -2.231, 2.195], [-2.391, 4.236, 4.666], [1.168, 3.361, 1.777], [4.318, 3.546, -2.932]]
}